# 1
An isolated molecule of C17H23N3O3S2 in a non-equilibrium geometry, computed with the ωB97M-V functional and the def2-TZVPD basis.

Its HOMO energy is -9.17 eV. The calculation puts the largest force on an atom at 0.0270 hartree/bohr. The frontier orbital gap comes out at 9.7 eV. For the energy above the lowest of the compared OMol25 structures with the same formula, charge and spin, the calculation gives 11.6 kcal/mol. As for the SMILES: CCC[C@H](C)c1nnc(NC(=O)CCS(=O)(=O)Cc2ccccc2)s1. The value obtained for the total energy is -50285.553 eV.

Each line ends with the Mulliken charge.
Cartesian coordinates (Å):
C (-6.29, -0.60, -1.25)  -1.452
C (-5.19, -0.31, -0.24)  0.039
C (-4.26, -1.51, -0.09)  -0.937
C (-3.07, -1.30, 0.87)  0.832
C (-3.50, -0.95, 2.29)  -1.814
C (-2.13, -0.27, 0.33)  0.064
N (-1.13, -0.55, -0.41)  -0.909
N (-0.42, 0.50, -0.82)  -0.014
C (-0.86, 1.62, -0.36)  0.352
N (-0.34, 2.86, -0.60)  -0.010
C (0.96, 3.23, -0.87)  0.191
O (1.26, 4.40, -0.82)  -0.640
C (1.94, 2.15, -1.26)  -0.282
C (3.00, 2.04, -0.19)  -0.967
S (2.32, 1.26, 1.32)  1.244
O (3.29, 1.41, 2.37)  -0.670
O (1.00, 1.78, 1.57)  -0.563
C (2.15, -0.53, 0.95)  -0.678
C (3.38, -1.01, 0.28)  -0.239
C (4.59, -1.07, 0.98)  -0.172
C (5.75, -1.47, 0.34)  -0.700
C (5.72, -1.82, -1.00)  -0.369
C (4.53, -1.77, -1.70)  -0.787
C (3.37, -1.36, -1.07)  0.198
S (-2.30, 1.45, 0.63)  -0.263
H (-6.89, -1.46, -0.93)  0.342
H (-5.87, -0.82, -2.23)  0.355
H (-6.96, 0.26, -1.35)  0.389
H (-5.64, -0.06, 0.72)  0.234
H (-4.62, 0.56, -0.58)  0.201
H (-4.84, -2.36, 0.28)  0.403
H (-3.86, -1.78, -1.07)  0.381
H (-2.51, -2.24, 0.89)  0.319
H (-4.00, 0.02, 2.32)  0.431
H (-4.19, -1.70, 2.66)  0.404
H (-2.64, -0.91, 2.95)  0.429
H (-0.90, 3.63, -0.25)  0.231
H (2.41, 2.46, -2.20)  0.413
H (1.43, 1.20, -1.41)  0.310
H (3.36, 3.01, 0.13)  0.588
H (3.84, 1.41, -0.48)  0.362
H (1.26, -0.65, 0.34)  0.139
H (2.00, -0.99, 1.93)  0.593
H (4.60, -0.78, 2.02)  0.408
H (6.67, -1.51, 0.89)  0.391
H (6.63, -2.13, -1.49)  0.399
H (4.50, -2.04, -2.75)  0.396
H (2.44, -1.32, -1.62)  0.428



# 2
A structure of composition C17H23N3O4SSn in a non-equilibrium geometry, computed with the ωB97M-V functional and the def2-TZVPD basis.

Its HOMO energy is -13.06 eV. The calculation puts the largest force on an atom at 0.1094 hartree/bohr. The frontier orbital gap comes out at 2.1 eV. Its total charge is +2. The value obtained for the total energy is -47301.441 eV.

Each line ends with the Mulliken charge.
Cartesian coordinates (Å):
C (3.41, -3.80, 1.27)  -0.988
C (3.17, -2.36, 0.57)  0.547
N (4.21, -1.80, 0.00)  -0.729
C (1.70, -1.74, 0.69)  -0.767
C (1.14, -1.05, -0.65)  0.426
S (-0.31, -2.20, -1.06)  -0.236
O (1.91, -1.12, -1.89)  -0.281
C (1.25, -0.14, -2.72)  0.348
O (0.92, -0.19, -3.91)  -0.483
O (0.90, 1.06, -1.98)  -0.455
C (0.81, 0.54, -0.61)  2.306
C (-0.60, 0.99, 0.03)  -1.038
C (-1.85, 0.84, -0.96)  -0.722
C (-3.08, 1.82, -0.50)  -0.404
C (-3.90, 1.03, 0.65)  -0.682
N (-5.28, 0.62, 0.24)  -0.334
C (-5.25, -0.70, -0.45)  0.483
C (-5.78, -2.04, 0.29)  -0.859
O (-4.84, -0.85, -1.64)  -0.537
C (2.05, 1.33, 0.09)  -0.459
C (3.28, 1.69, -0.82)  -0.173
C (4.41, 2.41, 0.00)  -0.725
C (4.11, 2.63, 1.51)  0.015
N (2.95, 2.33, 2.29)  -0.547
C (1.90, 1.67, 1.59)  -0.277
H (3.90, -3.55, 2.29)  0.279
H (2.40, -4.28, 1.54)  0.291
H (4.09, -4.48, 0.67)  0.345
H (3.90, -0.88, -0.37)  0.271
H (1.00, -2.61, 0.97)  0.554
H (1.69, -1.04, 1.61)  0.143
H (-0.85, -1.85, -2.29)  0.256
H (-0.55, 2.10, 0.34)  0.402
H (-0.82, 0.30, 0.93)  0.290
H (-1.65, 1.11, -2.05)  0.322
H (-2.32, -0.22, -0.95)  0.077
H (-3.74, 1.99, -1.43)  0.409
H (-2.66, 2.83, -0.14)  0.325
H (-3.27, 0.11, 0.96)  0.301
H (-3.95, 1.73, 1.57)  0.275
H (-5.65, 1.34, -0.40)  0.340
H (-5.43, -2.96, -0.28)  0.291
H (-5.36, -2.12, 1.36)  0.264
H (-6.92, -2.08, 0.34)  0.284
H (3.37, 1.42, -1.93)  0.512
H (5.40, 2.73, -0.50)  0.394
H (4.98, 3.13, 2.11)  0.317
H (0.96, 1.41, 2.19)  0.430
Sn (4.27, 4.91, 1.40)  1.201



# 3
A structure of composition C17H23N3OPPdS2Se2 in a non-equilibrium geometry, computed with the ωB97M-V functional and the def2-TZVPD basis.

Its HOMO energy (alpha / beta) is -17.01 / -17.01 eV. The calculation puts the largest force on an atom at 0.0557 hartree/bohr. The frontier orbital gap (alpha / beta) comes out at 4.3 / 4.1 eV. Its total charge is +3. The value obtained for the total energy is -189623.783 eV.

Each line ends with the Mulliken charge.
Cartesian coordinates (Å):
Pd (1.44, 0.67, -0.56)  0.652
N (3.92, 0.93, -0.48)  -0.537
N (4.33, 2.24, -0.79)  -0.189
C (3.50, 3.17, -1.29)  0.913
N (3.96, 4.36, -1.65)  -0.364
S (1.83, 2.87, -1.48)  -0.182
H (4.25, 0.67, 0.45)  0.334
H (4.33, 0.27, -1.16)  0.319
H (5.32, 2.47, -0.68)  0.248
H (4.93, 4.62, -1.62)  0.236
H (3.32, 5.07, -1.98)  0.226
Se (-1.12, 0.80, -1.03)  -0.090
P (-0.93, 0.81, 1.22)  0.694
Se (1.20, 0.93, 1.87)  -0.173
C (-1.71, -0.71, 1.86)  1.623
C (-2.96, -1.07, 1.37)  -0.495
C (-3.59, -2.20, 1.88)  -0.797
C (-2.95, -2.96, 2.85)  -0.563
C (-1.70, -2.60, 3.33)  -0.759
C (-1.07, -1.47, 2.83)  -0.379
C (-1.87, 2.25, 1.82)  1.585
C (-1.37, 3.04, 2.84)  -0.493
C (-2.13, 4.10, 3.31)  -0.687
C (-3.37, 4.37, 2.74)  -0.547
C (-3.88, 3.56, 1.74)  -0.819
C (-3.13, 2.50, 1.26)  -0.304
H (-3.45, -0.49, 0.60)  0.192
H (-4.57, -2.46, 1.52)  0.442
H (-3.43, -3.86, 3.22)  0.450
H (-1.21, -3.18, 4.10)  0.443
H (-0.10, -1.18, 3.22)  0.200
H (-0.41, 2.82, 3.29)  0.186
H (-1.76, 4.70, 4.13)  0.427
H (-3.93, 5.23, 3.06)  0.434
H (-4.85, 3.75, 1.31)  0.428
H (-3.50, 1.90, 0.45)  0.175
O (1.47, -1.36, -1.39)  -0.762
S (0.40, -2.09, -2.20)  0.663
C (0.69, -3.89, -1.94)  -0.795
C (1.73, -4.28, -2.97)  -0.531
C (1.29, -3.58, -4.26)  -0.607
C (1.09, -2.12, -3.90)  -0.687
H (-0.27, -4.35, -2.15)  0.447
H (0.96, -4.07, -0.91)  0.395
H (1.74, -5.36, -3.10)  0.377
H (2.73, -3.96, -2.66)  0.268
H (0.36, -4.02, -4.63)  0.319
H (2.04, -3.67, -5.05)  0.332
H (0.41, -1.60, -4.57)  0.454
H (2.03, -1.57, -3.83)  0.298



# 4
An isolated molecule of C17H23N5O2 in a non-equilibrium geometry, computed with the ωB97M-V functional and the def2-TZVPD basis.

Its HOMO energy is -8.36 eV. The calculation puts the largest force on an atom at 0.0752 hartree/bohr. The frontier orbital gap comes out at 8.5 eV. For the energy above the lowest of the compared OMol25 structures with the same formula, charge and spin, the calculation gives 137.6 kcal/mol. The value obtained for the total energy is -29543.270 eV.

Each line ends with the Mulliken charge.
Cartesian coordinates (Å):
C (6.86, 0.77, -5.22)  -0.079
O (0.72, -1.51, 2.51)  -0.550
N (3.89, 0.83, -1.21)  -0.366
N (5.97, 0.55, -4.47)  -0.067
O (0.80, 0.73, 2.29)  -0.370
C (0.22, -0.48, 2.72)  0.601
C (4.92, 0.70, -2.02)  -0.350
C (2.65, 0.85, -1.75)  0.725
C (2.45, 1.03, -3.09)  -0.989
C (3.60, 0.88, -3.91)  -0.164
C (4.92, 0.64, -3.46)  0.036
N (-1.05, -0.41, 3.22)  0.085
N (1.63, 0.88, -0.82)  -0.092
N (-3.03, -0.69, 1.19)  -0.038
C (-2.31, -1.08, -1.12)  -0.258
C (-4.65, -0.07, -0.62)  -1.646
C (-1.87, 0.77, 2.88)  -1.025
C (-1.83, -1.64, 3.14)  -1.210
C (-2.42, 0.70, 1.42)  -0.331
C (-2.29, -1.86, 1.73)  -0.257
C (1.83, 1.74, 0.37)  -0.667
C (1.61, -0.33, 0.05)  -0.650
C (1.83, 0.61, 1.30)  0.145
C (-3.51, -0.96, -0.22)  0.259
H (5.92, 0.77, -1.51)  0.322
H (1.47, 1.30, -3.39)  0.487
H (3.41, 0.98, -4.94)  0.447
H (-2.29, -0.31, -1.93)  0.320
H (-2.19, -2.10, -1.40)  0.302
H (-1.41, -0.88, -0.59)  -0.488
H (-4.34, 1.00, -0.86)  0.275
H (-5.29, -0.11, 0.27)  0.371
H (-4.95, -0.53, -1.57)  0.475
H (-1.27, 1.66, 3.13)  0.365
H (-2.72, 0.76, 3.53)  0.487
H (-2.74, -1.53, 3.74)  0.405
H (-1.25, -2.45, 3.62)  0.391
H (-3.23, 1.39, 1.38)  0.376
H (-1.69, 0.88, 0.59)  0.235
H (-2.98, -2.68, 1.66)  0.456
H (-1.37, -2.13, 1.10)  0.157
H (2.81, 2.30, 0.50)  0.324
H (0.89, 2.36, 0.56)  0.313
H (2.54, -0.88, -0.07)  0.326
H (0.76, -0.93, -0.25)  0.205
H (2.83, 0.45, 1.67)  0.284
H (-3.88, -1.96, -0.15)  0.425